Record 1
# C4H8O2P

A gas-phase ion, C4H8O2P (charge -1) at a distorted geometry (the ωB97M-V functional and the def2-TZVPD basis, the Open Molecules 2025 dataset).

Geometry as XYZ:
```
15
Properties=species:S:1:pos:R:3:forces:R:3
C 0.852665 1.980526 0.307737 -1.054 0.250 1.374
C 1.616503 0.732123 -0.007246 -2.201 1.727 -1.123
C 0.960899 -0.530165 0.318854 -1.853 -2.831 1.694
C -0.263581 -1.010490 -0.544132 1.216 -0.343 -2.607
O -1.868399 0.133402 1.158962 -1.001 -0.008 0.947
O -2.735535 -0.082547 -1.252415 0.100 -0.035 1.339
P -1.416439 0.369541 -0.253424 0.478 0.604 -0.563
H 0.529610 1.875859 1.428597 0.156 -0.046 -1.507
H 1.786111 0.819822 -1.047988 1.029 -0.288 -1.252
H 2.464152 0.883231 0.585133 1.929 0.145 0.852
H 1.710685 -1.315333 0.514012 -0.332 -0.059 -0.276
H 0.379876 -0.367159 1.269975 1.055 -0.314 -0.209
H -0.101915 -1.034062 -1.718771 0.159 -0.014 2.119
H -0.645333 -2.033424 -0.266908 0.318 1.107 0.078
H -3.269296 -0.421325 -0.492382 0.002 0.107 -0.866
```
Positions in Å, forces in eV/Å.

Energy above the lowest of the compared OMol25 structures with the same formula, charge and spin   410.0 kJ/mol
Total charge   -1
Orbital gap (alpha / beta)   0.26393 / 0.26389 hartree
HOMO (alpha / beta)   -3.061 / -3.061 eV
LUMO level (alpha / beta)   4.1 / 4.1 eV

The molecule's natural (NBO) atomic charges, reported in e, are given here: number 1, C, carries -0.246; number 2, C, carries -0.583; number 3, C, carries -0.440; number 4, C, carries -0.802; number 5, O, carries -1.211; number 6, O, carries -1.032; number 7, P, carries 1.518; number 8, H, carries 0.085; number 9, H, carries 0.191; number 10, H, carries 0.219; number 11, H, carries 0.186; number 12, H, carries 0.236; number 13, H, carries 0.189; number 14, H, carries 0.217; number 15, H, carries 0.473

Record 2
# C4H8O2S

C4H8O2S in the gas phase at a distorted geometry (the ωB97M-V functional and the def2-TZVPD basis, the Open Molecules 2025 dataset).

Geometry as XYZ:
```
15
Properties=species:S:1:pos:R:3:forces:R:3
C 0.963621 1.130868 1.056046 -0.727 -1.075 1.022
C 1.053852 0.178478 -0.108808 0.587 0.275 0.154
S 2.423946 -0.715530 -0.404737 -1.688 0.829 0.077
C -0.262260 0.044699 -0.947892 1.956 -1.691 0.984
O -1.182060 1.042141 -0.897042 0.738 4.390 0.073
C -0.991875 -1.216775 -0.442544 2.105 -1.190 -0.529
O -1.340613 -1.147958 0.971722 1.165 -1.709 -0.309
H 1.024853 2.185996 0.806385 0.219 0.159 -0.403
H 1.784739 0.887629 1.805560 -1.340 0.388 -0.810
H -0.120182 1.006908 1.419391 1.664 0.086 0.105
H 0.143806 -0.104304 -1.944156 -0.340 -0.436 -0.519
H -0.695392 1.948435 -1.002535 -1.520 -2.379 0.191
H -1.825639 -1.349052 -1.187888 0.317 -0.262 1.382
H -0.155137 -2.000580 -0.575118 -1.757 0.653 -0.030
H -0.821659 -1.890959 1.451620 -1.380 1.964 -1.388
```
Positions in Å, forces in eV/Å.

Energy above the lowest of the compared OMol25 structures with the same formula, charge and spin   218.8 kJ/mol
Orbital gap   0.31231 hartree
HOMO   -8.758 eV
LUMO level   -0.3 eV

The molecule's natural (NBO) atomic charges, reported in e, are given here: number 1, C, carries -0.736; number 2, C, carries -0.020; number 3, S, carries -0.006; number 4, C, carries -0.017; number 5, O, carries -0.689; number 6, C, carries -0.075; number 7, O, carries -0.729; number 8, H, carries 0.236; number 9, H, carries 0.247; number 10, H, carries 0.264; number 11, H, carries 0.186; number 12, H, carries 0.473; number 13, H, carries 0.196; number 14, H, carries 0.188; number 15, H, carries 0.483

Record 3
# C4H8O2S

C4H8O2S in the gas phase at a distorted geometry (the ωB97M-V functional and the def2-TZVPD basis, the Open Molecules 2025 dataset).

Geometry as XYZ:
```
15
Properties=species:S:1:pos:R:3:forces:R:3
C 1.815615 -1.055750 0.635809 1.163 0.051 0.472
C -0.689972 1.173477 -0.310503 -1.677 -1.396 -1.814
C -0.228944 1.711025 -1.599094 0.833 0.228 -0.224
C -0.845745 -1.257376 1.382668 0.619 0.171 -0.317
O -1.426797 1.587006 0.517127 -0.306 1.009 1.890
O 0.001971 -1.374188 -1.168652 0.002 -0.242 -0.768
S 0.284429 -0.668497 0.071752 -1.323 0.426 0.827
H 2.555649 -0.972389 -0.142230 0.271 -0.482 -0.191
H 2.052286 -0.504945 1.531720 0.129 -0.122 0.429
H -0.424558 2.782035 -1.674100 0.139 0.054 0.060
H 0.828614 1.496095 -1.729166 0.112 0.155 -0.201
H -0.765982 1.184500 -2.385998 -0.046 0.022 -0.075
H -1.866569 -1.123501 1.040630 0.054 0.150 -0.160
H -0.627006 -2.305862 1.552864 0.035 -0.102 -0.030
H -0.662992 -0.671631 2.277172 -0.005 0.078 0.101
```
Positions in Å, forces in eV/Å.

Energy above the lowest of the compared OMol25 structures with the same formula, charge and spin   187.3 kJ/mol
Spin multiplicity   3
Orbital gap (alpha / beta)   0.22724 / 0.27899 hartree
HOMO (alpha / beta)   -5.476 / -9.519 eV
LUMO level (alpha / beta)   0.7 / -1.9 eV

The molecule's natural (NBO) atomic charges, reported in e, are given here: number 1, C, carries -0.616; number 2, C, carries 0.347; number 3, C, carries -0.724; number 4, C, carries -0.802; number 5, O, carries -0.529; number 6, O, carries -0.961; number 7, S, carries 1.421; number 8, H, carries 0.215; number 9, H, carries 0.196; number 10, H, carries 0.226; number 11, H, carries 0.235; number 12, H, carries 0.253; number 13, H, carries 0.260; number 14, H, carries 0.239; number 15, H, carries 0.240